This record from the OMol25 dataset describes a 5-piece molecular cluster, C29H33ClN5 overall at a distorted geometry. The level of theory is ωB97M-V/def2-TZVPD.

Geometry as ORCA input:
```
! RIJCOSX wB97M-V def2-TZVPD def2/J DEFGRID3
* xyz 1 1
C 1.009 -0.464 -8.152
C 2.498 -0.852 -8.686
C 3.523 0.395 -8.443
Cl 5.214 -0.240 -8.736
C 3.260 0.881 -6.935
C 3.526 -0.081 -5.756
N 3.251 0.346 -4.414
C 2.715 1.646 -4.073
C 2.428 2.687 -5.172
C 1.849 4.123 -4.715
C 2.705 2.293 -6.650
H 0.853 -0.706 -7.051
H 0.762 0.629 -8.375
H 0.279 -1.112 -8.762
H 2.452 -1.111 -9.796
H 2.854 -1.731 -8.029
H 3.265 1.256 -9.156
H 3.921 -1.136 -5.918
H 3.442 -0.292 -3.626
H 2.529 1.904 -2.974
H 0.980 4.464 -5.371
H 1.534 4.055 -3.611
H 2.701 4.887 -4.860
H 2.473 3.028 -7.499
N 3.441 0.510 -0.606
C 2.271 0.979 -0.137
C 1.580 0.411 0.920
C 2.122 -0.709 1.532
C 3.328 -1.217 1.068
C 3.944 -0.575 0.007
H 1.885 1.855 -0.650
H 0.641 0.834 1.257
H 1.610 -1.183 2.363
H 3.780 -2.090 1.522
H 4.890 -0.932 -0.389
N 1.684 -1.620 4.931
C 2.960 -1.995 4.754
C 3.772 -2.473 5.769
C 3.238 -2.567 7.046
C 1.921 -2.184 7.258
C 1.191 -1.722 6.174
H 3.332 -1.900 3.739
H 4.796 -2.764 5.567
H 3.841 -2.935 7.869
H 1.471 -2.243 8.241
H 0.158 -1.414 6.287
N -2.215 1.118 3.607
C -3.387 1.592 4.061
C -4.090 1.030 5.115
C -3.557 -0.090 5.737
C -2.349 -0.602 5.286
C -1.721 0.034 4.227
H -3.764 2.467 3.541
H -5.030 1.457 5.441
H -4.078 -0.559 6.564
H -1.905 -1.475 5.748
H -0.772 -0.327 3.842
N -8.302 -0.602 4.118
C -9.110 -0.550 3.047
C -8.665 -0.317 1.756
C -7.306 -0.122 1.555
C -6.448 -0.169 2.645
C -6.992 -0.412 3.896
H -10.163 -0.705 3.255
H -9.362 -0.289 0.928
H -6.918 0.064 0.560
H -5.382 -0.020 2.526
H -6.363 -0.461 4.779
*
```

As for the HOMO energy: -10.86 eV. The HOMO-LUMO gap comes out at 6.3310 eV. As for the energy: -1858.45449 Ha.

***

This record from the OMol25 dataset describes C20H20ClN3O4PbSeSi as an isolated structure. The level of theory is ωB97M-V/def2-TZVPD.

Geometry as ORCA input:
```
! RIJCOSX wB97M-V def2-TZVPD def2/J DEFGRID3
* xyz -2 1
Pb -1.094 -0.016 0.827
O 3.850 -5.544 0.324
C 2.878 -5.560 1.107
O 2.539 -6.400 1.968
C 1.970 -4.318 1.031
C 2.346 -3.200 0.314
C 1.503 -2.101 0.256
N 0.321 -2.086 0.876
C -0.057 -3.162 1.571
C 0.743 -4.290 1.665
C -1.393 -3.106 2.245
C -1.850 -4.131 3.069
C -3.103 -4.022 3.639
C -3.875 -2.897 3.387
C -3.337 -1.916 2.577
N -2.137 -2.027 2.023
C 1.867 -0.891 -0.547
C 3.047 -0.819 -1.276
C 3.293 0.310 -2.038
C 2.370 1.340 -2.062
C 1.220 1.205 -1.301
N 0.991 0.113 -0.569
H 3.297 -3.236 -0.195
H 0.459 -5.168 2.226
H -1.233 -4.995 3.268
H -3.473 -4.809 4.285
H -4.859 -2.774 3.819
H -3.875 -0.996 2.368
H 3.758 -1.631 -1.257
H 4.207 0.378 -2.616
H 2.523 2.235 -2.650
H 0.462 1.990 -1.257
O -1.219 -0.039 3.914
C 0.014 0.064 3.778
O 0.661 0.089 2.690
H 0.630 0.104 4.697
C -2.272 4.847 -3.770
Si -0.955 4.976 -2.423
C -0.684 6.833 -2.187
C 0.641 4.359 -3.236
Se -1.466 3.916 -0.570
H -2.005 5.422 -4.668
H -3.227 5.219 -3.387
H -2.416 3.799 -4.055
H -0.465 7.340 -3.137
H 0.149 7.006 -1.498
H -1.579 7.285 -1.747
H 0.976 5.019 -4.047
H 0.493 3.354 -3.648
H 1.432 4.308 -2.480
Cl -2.065 -1.374 -1.306
*
```

The energy above the lowest of the compared OMol25 structures with the same formula, charge and spin comes out at 1.7 kcal/mol. As for the HOMO energy: -2.07 eV. The HOMO-LUMO gap comes out at 6.2773 eV. As for the energy: -4583.61238 Ha.

***

This record from the OMol25 dataset describes one molecule with the formula C12H11NO2 at a distorted geometry. The level of theory is ωB97M-V/def2-TZVPD.

Geometry as ORCA input:
```
! RIJCOSX wB97M-V def2-TZVPD def2/J DEFGRID3
* xyz 0 1
C 4.714 0.354 -0.643
O 3.888 0.545 0.465
C 2.649 -0.040 0.408
C 2.119 -0.628 -0.789
C 0.806 -1.006 -0.879
C 0.025 -0.901 0.274
O -1.260 -1.424 0.279
C -2.336 -0.607 0.151
C -2.324 0.789 -0.057
C -3.502 1.554 -0.242
C -4.710 0.846 -0.195
N -4.762 -0.497 0.045
C -3.659 -1.144 0.229
C 0.479 -0.251 1.384
C 1.814 0.121 1.503
H 4.844 -0.701 -0.878
H 4.477 0.885 -1.542
H 5.732 0.663 -0.337
H 2.706 -0.661 -1.663
H 0.397 -1.426 -1.771
H -1.353 1.280 0.037
H -3.443 2.632 -0.426
H -5.670 1.378 -0.328
H -3.659 -2.185 0.447
H -0.238 -0.217 2.209
H 2.270 0.641 2.317
*
```

The energy above the lowest of the compared OMol25 structures with the same formula, charge and spin comes out at 4.5 kcal/mol. As for the HOMO energy: -8.63 eV. The HOMO-LUMO gap comes out at 9.3582 eV. As for the structure (SMILES): COc1ccc(Oc2cccnc2)cc1. As for the energy: -669.05928 Ha.

***

This record from the OMol25 dataset describes C3H9NO3P as an isolated structure at a distorted geometry. The level of theory is ωB97M-V/def2-TZVPD.

Geometry as ORCA input:
```
! RIJCOSX wB97M-V def2-TZVPD def2/J DEFGRID3
* xyz -1 3
C 1.116 -1.213 0.470
C 0.951 1.066 -0.692
C 0.442 -0.351 -0.566
N 0.881 1.859 0.530
O -2.295 -1.531 0.400
O -1.961 0.866 1.251
O -2.645 0.416 -1.208
P -1.902 0.041 0.025
H 2.209 -1.160 0.376
H 0.812 -2.251 0.356
H 0.845 -0.900 1.477
H 0.347 1.586 -1.444
H 2.003 1.081 -1.037
H 0.391 -0.834 -1.543
H -0.101 1.869 0.806
H -2.448 -1.894 -0.470
H 1.356 1.348 1.268
*
```

The energy above the lowest of the compared OMol25 structures with the same formula, charge and spin comes out at 0.0 kcal/mol. As for the HOMO energy (spin up / spin down): -0.21 / -5.53 eV. The HOMO-LUMO gap (spin up / spin down) comes out at 4.1207 / 7.9320 eV. As for the energy: -741.52317 Ha.

***

This record from the OMol25 dataset describes a 2-piece molecular cluster, Cl2HO3PS overall at a distorted geometry. The level of theory is ωB97M-V/def2-TZVPD.

Geometry as ORCA input:
```
! RIJCOSX wB97M-V def2-TZVPD def2/J DEFGRID3
* xyz 0 1
O 1.703 -0.458 -0.793
P 0.397 -0.350 -1.340
S -0.342 0.032 -3.149
O -0.806 -0.909 -0.211
Cl -2.093 -1.840 -0.862
O 0.618 0.813 1.696
Cl 0.640 2.170 2.725
H -0.115 0.542 1.934
*
```

The energy above the lowest of the compared OMol25 structures with the same formula, charge and spin comes out at 56.9 kcal/mol. As for the HOMO energy: -10.44 eV. The HOMO-LUMO gap comes out at 8.7409 eV. As for the structure (SMILES): O=P(=S)OCl.OCl. As for the energy: -1886.11142 Ha.

***

Copy entry 2 word for word.
This record from the OMol25 dataset describes C20H20ClN3O4PbSeSi as an isolated structure. The level of theory is ωB97M-V/def2-TZVPD.

Geometry as ORCA input:
```
! RIJCOSX wB97M-V def2-TZVPD def2/J DEFGRID3
* xyz -2 1
Pb -1.094 -0.016 0.827
O 3.850 -5.544 0.324
C 2.878 -5.560 1.107
O 2.539 -6.400 1.968
C 1.970 -4.318 1.031
C 2.346 -3.200 0.314
C 1.503 -2.101 0.256
N 0.321 -2.086 0.876
C -0.057 -3.162 1.571
C 0.743 -4.290 1.665
C -1.393 -3.106 2.245
C -1.850 -4.131 3.069
C -3.103 -4.022 3.639
C -3.875 -2.897 3.387
C -3.337 -1.916 2.577
N -2.137 -2.027 2.023
C 1.867 -0.891 -0.547
C 3.047 -0.819 -1.276
C 3.293 0.310 -2.038
C 2.370 1.340 -2.062
C 1.220 1.205 -1.301
N 0.991 0.113 -0.569
H 3.297 -3.236 -0.195
H 0.459 -5.168 2.226
H -1.233 -4.995 3.268
H -3.473 -4.809 4.285
H -4.859 -2.774 3.819
H -3.875 -0.996 2.368
H 3.758 -1.631 -1.257
H 4.207 0.378 -2.616
H 2.523 2.235 -2.650
H 0.462 1.990 -1.257
O -1.219 -0.039 3.914
C 0.014 0.064 3.778
O 0.661 0.089 2.690
H 0.630 0.104 4.697
C -2.272 4.847 -3.770
Si -0.955 4.976 -2.423
C -0.684 6.833 -2.187
C 0.641 4.359 -3.236
Se -1.466 3.916 -0.570
H -2.005 5.422 -4.668
H -3.227 5.219 -3.387
H -2.416 3.799 -4.055
H -0.465 7.340 -3.137
H 0.149 7.006 -1.498
H -1.579 7.285 -1.747
H 0.976 5.019 -4.047
H 0.493 3.354 -3.648
H 1.432 4.308 -2.480
Cl -2.065 -1.374 -1.306
*
```

The energy above the lowest of the compared OMol25 structures with the same formula, charge and spin comes out at 1.7 kcal/mol. As for the HOMO energy: -2.07 eV. The HOMO-LUMO gap comes out at 6.2773 eV. As for the energy: -4583.61238 Ha.

***

Repeat the second record exactly.
This record from the OMol25 dataset describes C20H20ClN3O4PbSeSi as an isolated structure. The level of theory is ωB97M-V/def2-TZVPD.

Geometry as ORCA input:
```
! RIJCOSX wB97M-V def2-TZVPD def2/J DEFGRID3
* xyz -2 1
Pb -1.094 -0.016 0.827
O 3.850 -5.544 0.324
C 2.878 -5.560 1.107
O 2.539 -6.400 1.968
C 1.970 -4.318 1.031
C 2.346 -3.200 0.314
C 1.503 -2.101 0.256
N 0.321 -2.086 0.876
C -0.057 -3.162 1.571
C 0.743 -4.290 1.665
C -1.393 -3.106 2.245
C -1.850 -4.131 3.069
C -3.103 -4.022 3.639
C -3.875 -2.897 3.387
C -3.337 -1.916 2.577
N -2.137 -2.027 2.023
C 1.867 -0.891 -0.547
C 3.047 -0.819 -1.276
C 3.293 0.310 -2.038
C 2.370 1.340 -2.062
C 1.220 1.205 -1.301
N 0.991 0.113 -0.569
H 3.297 -3.236 -0.195
H 0.459 -5.168 2.226
H -1.233 -4.995 3.268
H -3.473 -4.809 4.285
H -4.859 -2.774 3.819
H -3.875 -0.996 2.368
H 3.758 -1.631 -1.257
H 4.207 0.378 -2.616
H 2.523 2.235 -2.650
H 0.462 1.990 -1.257
O -1.219 -0.039 3.914
C 0.014 0.064 3.778
O 0.661 0.089 2.690
H 0.630 0.104 4.697
C -2.272 4.847 -3.770
Si -0.955 4.976 -2.423
C -0.684 6.833 -2.187
C 0.641 4.359 -3.236
Se -1.466 3.916 -0.570
H -2.005 5.422 -4.668
H -3.227 5.219 -3.387
H -2.416 3.799 -4.055
H -0.465 7.340 -3.137
H 0.149 7.006 -1.498
H -1.579 7.285 -1.747
H 0.976 5.019 -4.047
H 0.493 3.354 -3.648
H 1.432 4.308 -2.480
Cl -2.065 -1.374 -1.306
*
```

The energy above the lowest of the compared OMol25 structures with the same formula, charge and spin comes out at 1.7 kcal/mol. As for the HOMO energy: -2.07 eV. The HOMO-LUMO gap comes out at 6.2773 eV. As for the energy: -4583.61238 Ha.

***

- energy of number 3 (C12H11NO2)?
  -669.05928 Ha

***

- What is the energy in the second record?
  -4583.61238 Ha